A molecular structure, C8H24ClN4NdO7P2 at a distorted geometry. Source: the OMol25 dataset; level of theory: ωB97M-V/def2-TZVPD.

The total charge is +2. The expectation value of S² is 3.753. The calculation puts the orbital gap (alpha / beta) at 8.4 / 9.0 eV. Its energy above the lowest of the compared OMol25 structures with the same formula, charge and spin is 15.94 kcal per mole. Its multiplicity is 4. The total energy comes out at -2768.6153 a.u.

```
47
C8H24ClN4NdO7P2 (ωB97M-V/def2-TZVPD)
H 4.02 12.91 6.51
H 11.04 10.16 6.25
O 2.66 5.06 10.42
H 5.10 12.60 8.89
H 9.90 6.59 6.87
H 8.22 9.27 4.33
H 3.22 11.37 7.09
H 9.92 8.77 4.08
O 5.65 8.72 7.42
O 4.16 5.20 8.52
C 5.89 12.08 8.36
P 5.93 9.99 6.59
O 7.55 10.08 6.93
C 9.55 6.90 5.87
H 9.67 9.31 10.05
C 10.91 10.57 7.28
H 10.62 11.61 7.26
N 5.55 9.58 5.03
H 10.69 10.75 9.70
H 6.35 11.37 9.03
H 4.83 7.61 5.23
H 5.63 7.97 3.74
H 10.40 6.95 5.21
H 6.59 7.66 5.19
H 8.79 6.25 5.48
H 6.64 12.83 8.15
N 9.92 9.83 8.03
C 9.80 10.22 9.46
H 9.56 10.15 5.05
H 4.81 10.13 3.20
H 4.05 11.46 5.45
H 6.59 10.43 3.41
C 5.66 8.13 4.80
H 5.49 11.51 4.15
H 11.88 10.50 7.79
C 5.60 10.48 3.88
C 9.19 9.18 4.79
O 4.86 6.25 10.54
H 8.94 10.87 9.70
O 4.80 3.87 10.45
Cl 4.03 4.99 10.08
O 8.02 7.90 8.21
N 9.05 8.30 5.91
N 5.40 11.38 7.11
Nd 6.09 6.80 8.22
P 8.74 8.98 7.36
C 4.06 11.81 6.51
```